Below is a cluster of 2 separate species, C16H17NO in total at a distorted geometry, with properties calculated with ωB97M-V/def2-TZVPD.

The spin multiplicity is 1. The value obtained for the LUMO energy is 0.0266 Ha. Its SMILES is Cc1c[nH]c2ccccc12.Cc1ccc(O)cc1. The HOMO energy comes out at -7.82 eV. The calculation puts the energy relative to the best compared isomer or geometry (same formula, charge and spin) at 2.9285 eV. The orbital gap is 8.54 eV. For the max |F|, the calculation gives 4.458 eV/A.

Geometry (Å):
C 1.460 3.153 3.279
C 1.216 2.282 2.148
C 0.851 0.976 2.161
N 0.597 0.449 0.850
C 0.637 1.547 -0.037
C 0.611 1.431 -1.428
C 1.002 2.558 -2.073
C 1.510 3.681 -1.298
C 1.600 3.763 0.096
C 1.211 2.633 0.740
H 0.640 3.134 4.083
H 1.351 4.144 2.849
H 2.332 2.944 3.881
H 0.985 0.306 3.029
H -0.205 -0.392 0.689
H 0.237 0.561 -2.099
H 0.839 2.621 -3.173
H 1.797 4.468 -2.055
H 2.086 4.648 0.602
C -2.891 -3.893 0.713
C -1.992 -3.181 -0.248
C -0.749 -2.925 0.238
C 0.248 -2.385 -0.632
C -0.122 -2.093 -1.952
O 0.712 -1.563 -2.900
C -1.496 -2.140 -2.276
C -2.449 -2.696 -1.445
H -2.582 -4.901 0.658
H -4.056 -3.920 0.471
H -2.757 -3.682 1.906
H -0.488 -3.152 1.240
H 1.247 -2.301 -0.241
H 1.657 -1.658 -2.798
H -1.598 -1.524 -3.164
H -3.442 -2.894 -1.815